The following is a DFT calculation (ωB97M-V/def2-TZVPD) of 2 unconnected molecules or ions with the total composition CH6F3PSi2.

CARTESIAN COORDINATES (ANGSTROEM)
F 0.230945 -2.155735 -0.323842
P -1.004380 -2.574425 0.694453
F -1.972937 -2.311410 -0.670255
C -1.086542 -1.121502 1.615391
Si -1.433850 0.493212 0.907826
H -1.270112 -1.210536 2.689743
H -2.208573 1.569880 1.320739
H -1.255948 0.631839 -0.633598
F 0.930599 2.167705 -0.528588
Si 2.101517 1.224340 -1.204574
H 2.580642 0.502106 -0.021643
H 3.005740 2.310913 -1.675685
H 1.382898 0.473612 -2.169970

Forces on atoms 1 to 2 (eV/Å):
0.3 -0.5 1.0
0.4 0.3 -3.1

Properties
LUMO	-1.036	eV
charge	0
highest occupied orbital energy	-9.52	eV
Kohn-Sham gap	8.5	eV

These are the Mulliken partial charges, in e, on atoms 1 to 5: -0.2728 0.2348 -0.3303 -0.3384 0.4204

---

The following is a DFT calculation (ωB97M-V/def2-TZVPD) of 3 unconnected molecules or ions with the total composition CH6FN4O.

CARTESIAN COORDINATES (ANGSTROEM)
C -0.009662 0.043847 0.140311
N -2.397727 -0.419617 0.184879
N 3.115923 -0.115149 -0.509285
N -1.109206 -0.314448 -0.132420
N 4.085265 0.522722 -0.028838
O 1.062299 0.463348 0.144830
F -4.913849 0.076598 -0.491027
H -2.928053 -0.506211 -0.660685
H -2.844353 -0.411879 1.070303
H 2.769298 -0.997117 -0.140978
H -5.760125 0.030895 0.064795
H 4.633837 0.158468 0.757952
H 4.296358 1.468539 -0.399831

Forces on atoms 1 to 2 (eV/Å):
-4.9 -1.3 -0.9
-0.3 -0.4 -2.0

Properties
LUMO (alpha / beta)	-6.152 / -6.151	eV
charge	+1
highest occupied orbital energy (alpha / beta)	-11.68 / -11.68	eV
Kohn-Sham gap (alpha / beta)	5.5 / 5.5	eV

These are the Mulliken partial charges, in e, on atoms 1 to 5: 0.4616 -0.3865 -0.1115 0.0227 0.0686

---

The following is a DFT calculation (ωB97M-V/def2-TZVPD) of a single CH6N2 molecule.

CARTESIAN COORDINATES (ANGSTROEM)
N 1.084965 -0.194539 -0.313186
C -0.294700 0.496305 -0.343871
N -1.172004 -0.154741 0.682500
H 1.612805 -0.001825 -1.122849
H 1.459355 -0.857426 0.378430
H -0.163021 1.591186 -0.276945
H -0.659220 0.246936 -1.312324
H -1.015143 -1.180633 0.604616
H -0.853035 0.054733 1.703625

Forces on atoms 1 to 2 (eV/Å):
-1.4 0.8 0.6
2.1 -2.4 2.1

Properties
LUMO	1.279	eV
charge	0
highest occupied orbital energy	-8.68	eV
Kohn-Sham gap	10.0	eV

These are the Mulliken partial charges, in e, on atoms 1 to 5: -0.4812 -0.1597 -0.6263 0.1241 0.1636

---

The following is a DFT calculation (ωB97M-V/def2-TZVPD) of 2 unconnected molecules or ions with the total composition CH6N2.

CARTESIAN COORDINATES (ANGSTROEM)
N -1.586774 1.532510 0.550383
H -2.055669 1.182670 -0.266685
H -0.812192 0.928751 0.782526
H -1.388500 2.518470 0.459566
C 1.520223 -1.386926 -0.180988
N 0.695524 -0.635272 -0.677958
H 2.565058 -1.343190 -0.543533
H 1.396189 -2.238027 0.503296
H -0.333863 -0.558984 -0.626605

Forces on atoms 1 to 2 (eV/Å):
-0.3 -0.6 0.0
-0.3 0.1 -0.2

Properties
LUMO (alpha / beta)	-6.309 / -9.970	eV
2S+1	2
charge	+1
highest occupied orbital energy (alpha / beta)	-13.77 / -13.75	eV
Kohn-Sham gap (alpha / beta)	7.5 / 3.8	eV

These are the Mulliken partial charges, in e, on atoms 1 to 5: -0.6238 0.2486 0.2007 0.2444 -0.0342

---

The following is a DFT calculation (ωB97M-V/def2-TZVPD) of 2 unconnected molecules or ions with the total composition CH6N2O.

CARTESIAN COORDINATES (ANGSTROEM)
H 1.410271 1.089058 -1.444014
N 1.218356 1.761271 -0.699111
C 0.075887 1.606809 -0.183771
N -0.693489 0.483552 -0.072036
H -0.356743 2.419829 0.406218
H -0.264159 -0.357919 -0.436144
H -1.538408 0.304209 0.438118
O -0.393698 -2.917904 0.649409
H -0.880265 -2.854900 1.474051
H 0.378987 -2.345397 0.678195

Forces on atoms 1 to 2 (eV/Å):
0.3 -0.5 0.6
-0.2 0.5 -1.3

Properties
LUMO	0.588	eV
charge	0
highest occupied orbital energy	-9.24	eV
Kohn-Sham gap	9.8	eV

These are the Mulliken partial charges, in e, on atoms 1 to 5: 0.2100 -0.5948 0.1067 -0.3642 0.3133

---

The following is a DFT calculation (ωB97M-V/def2-TZVPD) of 2 unconnected molecules or ions with the total composition CH6N2O.

CARTESIAN COORDINATES (ANGSTROEM)
H 0.895331 2.874539 -0.098354
N 0.411101 2.034723 0.160129
C -0.409400 1.495192 -0.619846
N -1.178166 0.443739 -0.199542
H -0.558763 1.681488 -1.689177
H -0.923380 0.037195 0.679455
H -1.867665 0.047301 -0.807429
O 0.960889 -3.028968 1.100104
H 1.335371 -2.147741 1.177678
H 1.334683 -3.437468 0.296983

Forces on atoms 1 to 2 (eV/Å):
0.1 0.0 -0.8
0.2 0.1 1.3

Properties
LUMO	0.884	eV
charge	0
highest occupied orbital energy	-9.25	eV
Kohn-Sham gap	10.1	eV

These are the Mulliken partial charges, in e, on atoms 1 to 5: 0.2229 -0.6628 0.1436 -0.4215 0.2996

---

The following is a DFT calculation (ωB97M-V/def2-TZVPD) of 2 unconnected molecules or ions with the total composition CH6N2OS.

CARTESIAN COORDINATES (ANGSTROEM)
C -1.976664 -0.601297 0.382830
N -0.575361 1.055189 -0.170293
N -0.827466 -0.255439 0.058673
O 2.158350 0.802479 0.503969
S 2.055486 -0.704448 0.245219
H -2.043212 -1.479032 0.901673
H -2.953048 0.105059 0.199122
H 3.305190 -1.076450 -0.260227
H 0.435421 1.243094 -0.309893
H -1.340429 1.680473 -0.486790
H 1.761737 -0.769624 -1.064280

Forces on atoms 1 to 2 (eV/Å):
-3.5 2.7 -1.4
0.3 0.3 -1.2

Properties
LUMO	0.572	eV
charge	0
highest occupied orbital energy	-8.62	eV
Kohn-Sham gap	9.2	eV

These are the Mulliken partial charges, in e, on atoms 1 to 5: -0.3863 -0.2662 -0.1894 -0.6153 0.2778

---

The following is a DFT calculation (ωB97M-V/def2-TZVPD) of a single CH6N2OS molecule.

CARTESIAN COORDINATES (ANGSTROEM)
C -0.738415 -1.059548 0.115883
N -0.068035 0.210166 0.356919
N -0.903466 1.238315 0.054548
O 1.042176 0.375786 -0.763389
S 2.500309 -0.251564 -0.321051
H 0.062632 -1.937421 0.094097
H -1.504483 -1.276447 1.010745
H -1.124694 -1.222800 -0.907803
H -0.539161 2.154540 0.223106
H -1.521150 1.225906 -0.707961
H 2.794286 0.543069 0.844903

Forces on atoms 1 to 2 (eV/Å):
0.7 -3.1 1.1
0.0 0.7 -1.2

Properties
LUMO	0.933	eV
charge	0
highest occupied orbital energy	-8.71	eV
Kohn-Sham gap	9.6	eV

These are the Mulliken partial charges, in e, on atoms 1 to 5: -0.6418 0.0131 -0.4240 -0.2632 -0.1125

---

The following is a DFT calculation (ωB97M-V/def2-TZVPD) of 2 unconnected molecules or ions with the total composition CH6N2P2.

CARTESIAN COORDINATES (ANGSTROEM)
C -0.720109 -1.545421 0.339531
N -1.621549 -0.775536 -0.017172
N 2.072661 0.678652 -0.298410
P -3.084816 -0.105860 -0.358074
P 2.189147 -1.090877 -0.166700
H -0.655821 -2.416610 1.118906
H 2.208881 1.043361 -1.315252
H 1.149448 1.026641 0.107554
H -2.650161 1.224813 -0.893292
H -3.526515 0.403864 0.924417
H 2.406634 -1.145474 1.261367

Forces on atoms 1 to 2 (eV/Å):
-0.4 0.4 0.4
2.7 -1.8 1.1

Properties
LUMO (alpha / beta)	0.062 / -0.114	eV
charge	0
highest occupied orbital energy (alpha / beta)	-7.35 / -7.44	eV
Kohn-Sham gap (alpha / beta)	7.4 / 7.3	eV

These are the Mulliken partial charges, in e, on atoms 1 to 5: -0.0969 -0.1664 -0.5779 -0.1116 0.0560

---

The following is a DFT calculation (ωB97M-V/def2-TZVPD) of 2 unconnected molecules or ions with the total composition CH6N2PS.

CARTESIAN COORDINATES (ANGSTROEM)
C -0.322587 -0.761669 0.965052
N -0.824302 -1.889613 0.573814
N 0.358017 1.440004 -1.508171
P 1.085020 0.370422 0.935153
S -1.011056 0.679637 1.490887
H -0.248011 -2.631936 0.196008
H -1.828481 -2.046547 0.604678
H 1.161656 1.042625 -1.990779
H 0.587719 2.420335 -1.360424
H -0.424144 1.407064 -2.152779
H 1.466170 -0.030323 2.246561

Forces on atoms 1 to 2 (eV/Å):
-0.7 0.5 -0.4
0.1 0.0 0.1

Properties
LUMO	-4.689	eV
charge	+1
highest occupied orbital energy	-13.90	eV
Kohn-Sham gap	9.2	eV

These are the Mulliken partial charges, in e, on atoms 1 to 5: 0.4494 -0.2973 -0.7434 0.1619 -0.0168

---

The following is a DFT calculation (ωB97M-V/def2-TZVPD) of a single CH6N2S molecule.

CARTESIAN COORDINATES (ANGSTROEM)
C -1.258649 -0.293919 0.455785
N -0.138920 0.668746 0.118123
N 1.209944 0.100488 0.001614
S 1.459788 -0.682808 -1.525624
H -1.390908 -0.856642 -0.353175
H -1.042964 -0.851501 1.495325
H -2.127498 0.481105 0.424563
H -0.087335 1.538586 0.607539
H 1.354330 -0.597723 0.696750
H 2.022211 0.493668 -1.920901

Forces on atoms 1 to 2 (eV/Å):
1.3 5.1 4.4
0.7 -2.1 -0.7

Properties
LUMO	0.935	eV
charge	0
highest occupied orbital energy	-8.94	eV
Kohn-Sham gap	9.9	eV

These are the Mulliken partial charges, in e, on atoms 1 to 5: -0.7140 -0.2233 -0.4143 -0.1341 0.3192

---

The following is a DFT calculation (ωB97M-V/def2-TZVPD) of 2 unconnected molecules or ions with the total composition CH6N2S.

CARTESIAN COORDINATES (ANGSTROEM)
C 0.302275 -1.031285 0.154942
N 0.887679 1.092232 0.395654
N -0.063677 0.248706 0.555721
S -2.384310 -0.161599 -1.086849
H 0.566287 -1.191677 -0.986028
H 1.281461 -1.256331 0.723853
H -0.524384 -1.709098 0.279782
H 1.823087 0.829797 0.138463
H 0.777788 2.106687 0.663826
H -2.666206 1.072569 -0.839364

Forces on atoms 1 to 2 (eV/Å):
2.6 -1.7 -1.7
1.0 3.2 0.3

Properties
LUMO (alpha / beta)	-1.409 / 0.455	eV
charge	0
highest occupied orbital energy (alpha / beta)	-7.47 / -8.98	eV
Kohn-Sham gap (alpha / beta)	6.1 / 9.4	eV

These are the Mulliken partial charges, in e, on atoms 1 to 5: -0.7738 -0.2470 -0.2146 -0.2360 0.2780

---

Max |F| values (in eV Å⁻¹) by entry order: 4.526; 5.182; 3.781; 1.897; 2.092; 1.311; 4.617; 3.329; 3.428; 0.996; 6.836; 3.525.
Relative energy (zero: lowest compared OMol25 entry of this formula, charge and spin) values (in kJ/mol) by entry order: 34.4; 133.0; 74.6; 70.5; 102.7; 80.5; 391.5; 393.8; 328.5; 55.6; 227.7; 348.2.